1.
102
Properties=species:S:1:pos:R:3:forces:R:3:mulliken_charge:R:1 method="wB97M-V/def2-TZVPD" molar_mass_g_mol=800.86 total_energy_ha=-3563.02462 total_charge=-1 lumo_energy_ev=1.41 e_homo_ev=-5.0 max_force_ev_per_a=8.251 gap_ha=0.2355
C -4.1058 7.7416 4.9045 -0.6 0.5 -0.1 -0.944
C -3.8720 7.6314 3.2786 0.5 -0.5 0.1 0.212
C -2.7612 6.4483 3.0280 0.1 0.2 -0.8 -0.743
C -1.8035 6.7438 1.7111 -0.5 -0.4 -0.1 0.151
C -1.6200 5.2894 0.9239 0.3 1.0 0.5 -0.721
C -0.6199 4.3542 1.8338 0.4 0.2 -0.5 -0.353
C 0.9234 4.9368 1.6077 0.1 -0.1 0.1 -0.439
C 2.0831 3.9784 2.2917 -0.4 -0.4 -0.8 -0.493
C 2.6970 2.9655 1.1440 -0.3 0.5 0.4 -0.544
C 3.8829 1.9549 1.7338 -1.0 -0.5 -1.1 -0.432
C 3.2007 0.4401 1.9276 0.9 0.1 0.2 -0.357
C 4.3525 -0.7385 1.9334 0.0 0.8 0.7 -0.720
C 3.7655 -2.2690 1.9598 0.6 -0.7 1.1 -0.482
C 2.8625 -2.6829 0.6452 0.0 0.8 0.5 0.488
C 1.2793 -2.2065 0.8983 -7.6 2.1 -0.6 0.183
O 0.6989 -2.2337 2.1302 4.5 -0.6 -5.2 -0.668
O 0.3960 -1.7636 -0.2052 6.0 -2.5 5.0 -0.792
O 3.5259 -1.9173 -0.4375 1.7 -2.8 0.5 -0.415
S 4.9340 -2.8401 -0.8292 2.7 3.1 -5.9 1.182
O 4.8991 -2.7617 -2.3983 -0.3 -1.3 6.1 -0.640
O 6.3188 -2.3209 -0.3722 -5.3 -2.3 -0.1 -0.600
O 4.4996 -4.3859 -0.1677 -0.2 3.2 0.1 -0.486
C 3.0519 -4.2629 0.1302 -0.3 1.1 1.9 1.051
C 2.7043 -5.0849 1.5045 0.3 -1.6 0.4 -0.683
C 2.0423 -6.5683 1.2822 0.8 -0.4 0.6 -1.160
C 0.4322 -6.5324 0.8793 1.5 1.8 -1.6 0.976
F 0.3107 -7.2408 -0.4354 -0.4 1.8 4.0 -0.291
F 0.0276 -5.1243 0.6542 0.7 -4.3 0.6 -0.234
C -0.5568 -7.1365 2.0452 1.5 -1.5 1.4 0.521
F 0.0203 -8.4833 2.4142 -1.9 3.9 -1.1 -0.313
F -0.4667 -6.3161 3.3046 -0.6 -2.7 -4.5 -0.270
C -2.0963 -7.4272 1.5619 -1.7 -2.2 1.2 0.426
F -2.8127 -8.0036 2.7603 2.3 1.8 -3.7 -0.287
F -2.1967 -8.4755 0.4905 0.6 3.7 3.6 -0.236
C -2.9517 -6.0991 1.1239 -2.9 2.3 -1.1 0.668
F -4.4179 -6.3463 1.3859 5.1 0.7 -0.9 -0.261
F -2.6173 -4.8686 1.9167 -1.0 -4.8 -3.2 -0.185
F -2.8639 -5.8604 -0.3652 0.0 -0.7 5.6 -0.216
N 2.3791 -4.6280 -1.1744 4.8 -5.9 -2.3 -0.288
C 3.0754 -5.6542 -1.8258 -4.6 0.8 2.7 0.263
S 3.3488 -7.2545 -2.4364 -0.5 5.4 1.6 -0.131
H -5.2523 7.5327 5.1198 2.4 0.7 -0.2 0.238
H -3.7852 8.8215 5.2780 -0.9 -2.3 -0.7 0.225
H -3.4751 6.9589 5.5207 -1.3 1.5 -1.4 0.302
H -3.4748 8.6468 2.7961 -0.9 -2.2 1.2 0.073
H -4.8844 7.3614 2.7067 2.3 0.6 1.3 0.099
H -3.3218 5.4278 2.8261 1.1 2.0 0.6 0.221
H -2.0579 6.3094 3.9720 -1.6 0.4 -1.9 0.245
H -2.2780 7.5518 0.9787 0.7 -1.8 1.6 -0.231
H -0.7889 7.1959 2.0856 -1.8 -1.0 -0.8 0.183
H -1.1466 5.4660 -0.1575 -1.0 -0.5 2.4 0.297
H -2.7069 4.8566 0.8030 2.2 0.7 0.2 0.335
H -0.7229 3.2185 1.4985 0.5 2.4 0.6 0.268
H -0.8687 4.3936 2.9837 0.3 0.0 -2.3 0.212
H 1.0691 6.0223 2.0779 -0.7 -2.3 -1.1 0.170
H 1.0716 5.0185 0.4292 -0.1 -0.1 2.5 0.231
H 1.5306 3.3181 3.1084 1.4 1.4 -1.5 0.190
H 2.9593 4.6288 2.7638 -2.0 -1.4 -0.9 0.296
H 3.1018 3.6307 0.2440 -0.7 -1.4 2.0 0.290
H 1.7705 2.3522 0.7131 2.1 1.1 0.9 0.178
H 4.3427 2.3375 2.7395 -0.8 -0.6 -2.0 0.312
H 4.7049 1.9203 0.8741 -1.5 -0.1 2.1 0.261
H 2.4746 0.3113 1.0189 1.2 0.0 1.9 0.199
H 2.6506 0.3657 2.9805 0.8 0.3 -2.5 0.153
H 5.1193 -0.5120 1.0784 -1.6 -0.8 1.5 0.210
H 4.9537 -0.5972 2.9551 -1.2 -0.5 -2.1 0.327
H 3.1643 -2.4128 2.9676 0.9 0.3 -2.3 0.353
H 4.7039 -3.0003 2.0525 -1.9 1.5 -0.4 0.319
H 2.0307 -4.5149 2.2728 1.2 -0.5 -1.9 0.261
H 3.7474 -5.2676 2.0548 -2.2 0.4 -1.3 0.446
H 2.6986 -7.1688 0.4862 -2.0 1.3 1.5 0.178
H 2.2082 -7.1598 2.3058 -0.7 1.3 -2.2 0.424
C 2.3969 -9.2984 -8.2299 0.0 0.2 -0.1 -1.018
C 2.6098 -9.6991 -6.7794 0.0 0.2 0.1 -0.359
O 2.6309 -8.5921 -5.8817 0.1 -0.1 0.0 -0.366
C 1.4509 -7.7935 -5.8313 0.0 0.0 0.1 -0.297
C 0.2137 -8.5690 -5.4111 0.0 -0.2 0.0 -1.047
H 3.1775 -8.5977 -8.5527 -0.1 -0.2 0.1 0.287
H 2.4246 -10.1803 -8.8782 0.0 0.1 0.1 0.378
H 1.4348 -8.8044 -8.3796 0.0 -0.1 0.0 0.262
H 3.5826 -10.1932 -6.6914 -0.1 0.2 0.2 0.319
H 1.8629 -10.4316 -6.4589 -0.1 0.0 -0.1 0.316
H 1.2951 -7.2901 -6.7911 -0.1 -0.1 0.0 0.284
H 1.6374 -7.0023 -5.0958 0.2 -0.2 -0.1 0.276
H -0.0261 -9.3697 -6.1148 -0.1 0.1 0.0 0.304
H -0.6518 -7.9025 -5.3534 0.1 0.0 0.0 0.383
H 0.3667 -9.0310 -4.4299 0.0 0.1 -0.1 0.274
C -6.8546 9.4749 -1.3672 0.0 -0.1 -0.2 -1.143
C -6.0395 9.2954 -0.0970 0.1 -0.1 -0.1 -0.312
O -4.8297 8.5685 -0.2965 0.0 0.0 0.0 -0.344
C -3.8928 9.1345 -1.2100 0.0 0.0 0.1 -0.403
C -3.4138 10.5183 -0.8046 0.0 0.1 0.1 -1.052
H -7.0981 8.4996 -1.8076 0.0 0.2 0.1 0.299
H -7.7868 10.0070 -1.1512 0.1 -0.1 0.0 0.400
H -6.3118 10.0463 -2.1228 -0.1 0.1 0.1 0.265
H -6.6339 8.7240 0.6231 0.3 -0.1 -0.1 0.304
H -5.8279 10.2593 0.3754 0.0 0.1 -0.1 0.342
H -4.3100 9.1412 -2.2223 0.0 0.1 0.0 0.367
H -3.0311 8.4574 -1.2370 -0.3 0.0 0.1 0.347
H -4.2329 11.2405 -0.7681 0.1 0.0 -0.1 0.282
H -2.6716 10.8883 -1.5180 -0.1 -0.1 0.1 0.411
H -2.9590 10.4892 0.1913 0.0 0.0 -0.1 0.241


2.
91
Properties=species:S:1:pos:R:3:forces:R:3:mulliken_charge:R:1 method="wB97M-V/def2-TZVPD" molar_mass_g_mol=664.71 total_energy_ha=-5385.78943 total_charge=+2 lumo_energy_ev="-7.22 / -7.25" e_homo_ev="-11.2 / -11.2" max_force_ev_per_a=2.982 gap_ha="0.1454 / 0.1440"
N -2.2117 -6.8784 -2.8644 0.1 0.2 0.1 -0.511
C -3.1674 -6.6690 -1.9491 -0.3 0.7 -0.2 -0.255
C -3.5752 -5.3847 -1.5319 0.7 0.4 -0.1 -0.658
C -2.8551 -4.2288 -1.9996 0.9 -1.7 0.9 0.819
C -1.8486 -4.5105 -2.9637 0.1 -0.4 0.0 -0.234
C -1.5747 -5.8263 -3.3830 -0.6 0.8 0.5 -0.399
C -3.0235 -2.8271 -1.5912 -0.1 -0.2 -1.6 -0.097
Ca -2.4912 0.1275 -0.7704 1.3 1.4 0.8 1.491
P -0.5100 4.5863 -1.7716 0.7 2.8 -0.8 -0.206
C -2.0691 -1.8896 -2.0335 0.2 -0.7 0.0 -1.936
C -0.6337 -1.9207 -1.6660 1.2 -1.3 -1.2 0.835
C 0.3995 -1.5652 -2.5938 -0.3 0.2 0.6 -0.799
C 1.6644 -1.2151 -2.1402 0.6 -0.1 0.5 -0.676
C 2.0071 -1.3877 -0.7684 -0.6 -0.7 -0.3 0.813
C 1.0927 -2.1001 0.0478 0.3 -0.1 -0.2 -0.855
C -0.2120 -2.3522 -0.3833 0.3 0.2 -0.5 -0.335
Br 0.2824 1.1348 -0.8281 -1.3 0.2 0.7 -0.272
H -3.9992 -2.5020 -1.1916 0.0 -0.3 -0.9 0.448
H -2.3196 -1.2561 -2.9187 -0.4 0.4 1.1 0.628
H -4.4115 -5.2899 -0.8416 0.2 0.0 0.0 0.401
H -1.2498 -3.7179 -3.4092 -0.3 -0.2 0.1 0.297
H -3.6528 -7.5745 -1.5509 0.2 0.6 -0.2 0.364
H -0.8297 -5.9861 -4.1748 -0.4 -0.1 0.5 0.363
H 0.1930 -1.4973 -3.6644 -0.1 0.3 0.4 0.538
H -0.8976 -2.9238 0.2467 0.1 0.4 0.0 0.403
H 2.3973 -0.7367 -2.8206 -0.8 -0.5 0.4 0.002
H 1.4103 -2.4909 1.0248 -0.4 0.5 -0.4 0.305
P 3.5000 -0.6318 -0.0086 -1.4 -0.1 -0.1 0.837
C -2.0823 3.7254 -1.6200 -0.4 -0.6 0.0 0.757
C -3.0230 4.3019 -2.6895 -0.2 0.0 -0.1 -1.358
H -2.4818 3.8826 -0.6048 0.1 -0.1 -0.2 0.396
H -1.8502 2.6605 -1.7953 -0.4 -0.2 0.1 -0.751
H -4.0567 3.9642 -2.5585 0.1 0.0 0.0 0.373
H -3.0119 5.4003 -2.6596 0.0 -0.4 0.1 0.389
H -2.7001 4.0169 -3.6985 0.0 0.0 0.2 0.332
C 0.5232 3.7039 -2.9822 0.2 -0.9 0.2 0.618
C 1.7713 4.5030 -3.3790 -0.1 0.1 -0.1 -1.327
H -0.1084 3.4863 -3.8585 0.2 0.1 0.2 0.332
H 0.8215 2.7461 -2.5185 0.0 0.4 -0.7 -0.737
H 2.4047 3.9022 -4.0419 -0.1 0.1 0.1 0.379
H 1.5225 5.4329 -3.9058 0.0 -0.2 0.2 0.366
H 2.3712 4.7634 -2.4953 -0.1 0.0 -0.2 0.297
C 0.4215 4.6112 -0.2054 -0.1 -0.3 0.5 0.719
C 0.1644 5.9334 0.5557 0.1 -0.2 0.0 -1.353
H 1.4957 4.5108 -0.4418 -0.4 -0.1 0.1 0.261
H 0.1077 3.7228 0.3630 0.4 0.3 0.2 -0.594
H 0.7974 6.0100 1.4496 -0.1 -0.1 -0.2 0.390
H 0.3831 6.8008 -0.0822 -0.1 -0.3 0.1 0.384
H -0.8792 6.0144 0.8883 0.2 0.0 -0.2 0.307
C 2.9336 0.1923 1.5221 -0.2 -0.1 -0.3 0.204
C 3.9845 1.1021 2.1555 0.4 -0.1 0.3 -1.385
H 2.6512 -0.6073 2.2168 0.0 0.2 -0.1 0.600
H 2.0067 0.7355 1.2756 0.4 -0.2 -0.2 -0.359
H 4.7036 0.5010 2.7375 -0.2 0.4 -0.1 0.362
H 4.5669 1.6887 1.4338 -0.3 -0.1 0.2 0.296
H 3.4816 1.8082 2.8266 0.3 -0.2 -0.1 0.404
C 4.0846 0.6224 -1.1623 0.2 0.1 0.2 -0.296
C 4.9415 0.0152 -2.2871 0.2 0.0 -0.1 -1.350
H 4.6442 1.3626 -0.5490 -0.2 -0.5 -0.6 0.476
H 3.1792 1.1413 -1.5390 0.4 -0.3 0.2 0.147
H 5.8427 -0.4742 -1.8894 -0.3 0.2 -0.1 0.400
H 4.4006 -0.7293 -2.9021 0.3 0.4 0.4 0.330
H 5.2700 0.8303 -2.9356 0.0 -0.2 0.0 0.409
C 4.6884 -1.9107 0.4772 0.5 0.1 -0.3 -0.534
C 4.0415 -2.8884 1.4557 0.1 -0.3 0.3 -1.213
H 5.5535 -1.3891 0.9194 -0.2 -0.2 -0.1 0.449
H 5.0672 -2.4670 -0.3982 -0.2 0.4 0.2 0.503
H 3.2169 -3.4193 0.9774 0.1 0.0 0.1 0.322
H 4.7653 -3.6471 1.7672 0.0 0.2 -0.1 0.430
H 3.6874 -2.3997 2.3696 0.0 -0.1 -0.2 0.315
C -3.9522 -2.1870 2.4882 -0.2 -0.2 -0.3 -0.830
N -3.1327 -1.2756 3.2688 -0.1 0.0 -0.7 0.120
C -3.3252 -1.2127 4.7071 -0.2 0.1 0.3 -0.580
C -2.0702 -0.6675 5.3405 0.4 -0.3 0.5 -0.751
C -1.7445 0.6698 4.7518 -0.4 0.5 0.2 -0.582
N -1.7666 0.6052 3.3074 -0.2 -0.2 -0.8 0.331
C -1.1075 1.6897 2.6072 0.3 0.4 -0.2 -0.779
C -2.4539 -0.3183 2.6165 0.2 0.4 -0.2 0.113
O -2.4622 -0.2715 1.3343 -0.4 -0.3 0.6 -0.621
H -4.7253 -1.6504 1.9132 0.2 -0.2 0.2 0.265
H -4.4406 -2.8789 3.1786 0.1 0.1 -0.2 0.366
H -3.3393 -2.7732 1.7837 -0.2 0.2 0.3 0.178
H -4.1947 -0.5808 4.9547 0.2 -0.2 -0.1 0.264
H -3.5253 -2.2252 5.0515 0.0 0.0 0.1 0.416
H -1.2370 -1.3547 5.1625 -0.1 0.0 0.1 0.299
H -2.1926 -0.5532 6.4201 0.0 -0.1 -0.1 0.373
H -0.7558 1.0295 5.0482 -0.1 -0.1 0.1 0.417
H -2.5041 1.3999 5.0751 0.3 0.0 0.0 0.296
H -1.5721 1.8771 1.6301 0.2 0.1 0.5 0.071
H -1.1642 2.5855 3.2446 0.0 -0.2 -0.4 0.483
H -0.0498 1.4461 2.4237 -0.3 0.1 0.0 0.148